# C21H57CaF6N10O11P3S2

C21H57CaF6N10O11P3S2 as an isolated structure in a non-equilibrium geometry (ωB97M-V/def2-TZVPD, the Open Molecules 2025 dataset).

The HOMO energy (alpha / beta) is -0.9 / -4.7 eV. Its net charge is -1. The calculated total energy comes out at -144410.8671 eV. As for the expectation value of S²: 0.753. The spin multiplicity is 2. As for the HOMO-LUMO gap (alpha / beta): 2.9 / 6.7 eV.

XYZ file:
```
111
Properties=species:S:1:pos:R:3:lowdin_charge:R:1
Ca -0.18089 1.04814 1.18070 1.37
C 0.01130 5.41175 1.07261 -0.60
F 0.90466 6.14636 1.82667 0.09
F -1.09085 6.12404 0.83103 0.13
F 0.60807 5.00888 -0.05128 0.11
S -0.49129 3.85340 2.06695 0.57
O -1.30692 4.33288 3.22528 -0.30
O -1.20757 3.04296 1.10775 -0.46
O 0.70115 3.00643 2.38424 -0.39
C -2.68354 -0.20400 5.10728 -0.55
F -3.66823 0.08905 5.98215 0.11
F -1.44896 -0.12837 5.71835 0.09
F -2.92584 -1.47708 4.67994 0.07
S -2.69317 1.03194 3.62601 0.51
O -2.78983 2.34270 4.25516 -0.29
O -1.54408 0.76941 2.78601 -0.47
O -3.92936 0.69839 2.93167 -0.34
C 3.53238 0.55571 3.73440 -0.02
N 2.07240 0.50573 3.46486 -0.60
O 1.73261 0.13664 2.34450 -0.25
O 1.28550 0.80523 4.33435 -0.09
H 3.95888 0.18796 2.80114 0.05
H 3.70985 -0.12862 4.56403 0.06
H 3.84148 1.59267 3.86582 0.07
O -0.25350 -1.25701 0.81214 -0.36
P -0.44091 -2.71944 1.10465 0.68
N -2.12848 -3.17621 1.26552 -0.27
C -3.12782 -2.15680 1.02843 -0.13
C -2.64308 -4.43658 1.82929 -0.11
N 0.24656 -3.27705 2.53843 -0.30
C 1.62393 -3.48146 2.53971 -0.16
C -0.32626 -3.07981 3.88968 -0.05
N 0.07318 -3.77364 -0.11621 -0.30
C 0.11200 -5.22550 0.10409 -0.13
C -0.37491 -3.52696 -1.46655 -0.14
H -3.57865 -1.84957 1.97207 0.08
H -4.01988 -2.47681 0.48999 0.07
H -2.64972 -1.32763 0.50690 0.05
H -1.97461 -5.29641 1.78512 0.06
H -3.64976 -4.66588 1.47984 0.08
H -2.79558 -4.26986 2.89562 0.06
H 1.92121 -3.90953 1.58238 0.06
H 2.21336 -2.60113 2.79604 0.09
H 1.79008 -4.21965 3.32429 0.08
H 0.11390 -2.15431 4.26092 0.09
H -1.40105 -2.90661 3.94372 0.05
H -0.04893 -3.93825 4.50145 0.08
H 0.47253 -5.40123 1.11761 0.06
H -0.88275 -5.67097 0.09200 0.07
H 0.85245 -5.78163 -0.47084 0.09
H -0.82978 -2.54946 -1.62683 0.06
H -1.22577 -4.17496 -1.67685 0.08
H 0.39982 -3.80395 -2.18151 0.08
O -1.49336 0.98446 -0.80658 -0.34
P -2.40348 1.24706 -1.94316 0.66
N -2.40549 0.00991 -3.18202 -0.30
C -3.34469 -1.08874 -3.14318 -0.11
C -1.16618 -0.30330 -3.86837 -0.12
N -2.07041 2.72503 -2.78546 -0.27
C -2.24019 2.86812 -4.26551 -0.12
C -1.31983 3.75685 -2.14320 -0.13
N -4.03067 1.38335 -1.47308 -0.30
C -5.12319 1.84850 -2.39841 -0.08
C -4.48502 0.63112 -0.33284 -0.10
H -4.39135 -0.81784 -3.00454 0.07
H -3.17741 -1.70274 -2.25824 0.07
H -3.21970 -1.64920 -4.06966 0.08
H -1.52269 -0.54415 -4.86986 0.08
H -0.73499 -1.24371 -3.52517 0.06
H -0.37743 0.43568 -3.72735 0.08
H -1.33424 2.63288 -4.82409 0.07
H -3.01495 2.23209 -4.69365 0.05
H -2.58903 3.85814 -4.55923 0.08
H -1.77986 3.99899 -1.18516 0.07
H -0.31934 3.36019 -1.97067 0.07
H -1.27295 4.74892 -2.59232 0.09
H -4.75869 2.03125 -3.40927 0.05
H -5.78592 1.00061 -2.57156 0.07
H -5.64791 2.72300 -2.01368 0.08
H -3.88490 1.06468 0.46715 0.08
H -4.28913 -0.40930 -0.59214 0.05
H -5.53936 0.80650 -0.11904 0.10
O 1.75343 1.26502 -0.20896 -0.38
P 3.05834 0.78260 -0.80259 0.71
N 3.39301 1.63237 -2.30847 -0.30
C 4.41345 1.17510 -3.30199 -0.12
C 2.76494 2.94731 -2.61012 -0.10
N 3.15548 -0.92985 -1.13692 -0.29
C 2.56905 -1.33262 -2.40950 -0.10
C 3.41877 -1.84150 -0.13292 -0.15
N 4.40805 1.20442 0.15482 -0.29
C 5.78843 0.84456 -0.18350 -0.12
C 4.25123 2.58338 0.78483 -0.07
H 5.00761 0.32549 -2.96549 0.07
H 5.09426 1.99966 -3.51341 0.07
H 3.83348 0.89995 -4.18292 0.06
H 2.25972 3.32021 -1.71917 0.06
H 2.19905 2.85102 -3.53672 0.07
H 3.52394 3.71486 -2.76137 0.07
H 1.56453 -1.71301 -2.22419 0.06
H 2.46573 -0.55712 -3.16847 0.06
H 3.13670 -2.15090 -2.85255 0.08
H 4.26866 -2.46681 -0.40640 0.08
H 3.71691 -1.40478 0.82023 0.08
H 2.49806 -2.38168 0.08754 0.06
H 5.83149 -0.20053 -0.49015 0.07
H 6.18799 1.55393 -0.90823 0.07
H 6.48684 0.92851 0.64913 0.08
H 4.93818 2.59247 1.63108 0.07
H 3.28355 2.73595 1.26275 0.07
H 4.58595 3.39014 0.13275 0.07
```